Record 1
{
  "formula": "C20H46AlN4O6",
  "method": "ωB97M-V with the def2-TZVPD basis set",
  "homo_energy_ev": -4.19,
  "max_force_ev_per_a": 0.8,
  "charge": -1,
  "gap_ev": 6.003,
  "symbols": ["C", "C", "C", "C", "N", "Al", "C", "C", "O", "C", "O", "C", "C", "O", "C", "C", "H", "H", "H", "H", "H", "H", "H", "H", "H", "H", "H", "H", "H", "H", "H", "H", "H", "H", "H", "H", "H", "H", "H", "H", "H", "C", "C", "O", "N", "C", "H", "H", "H", "H", "H", "H", "H", "C", "C", "O", "N", "C", "H", "H", "H", "H", "H", "H", "H", "C", "C", "O", "N", "C", "H", "H", "H", "H", "H", "H", "H"],
  "xyz": [[-3.708, 1.549, -3.153], [-3.835, 0.778, -1.835], [-3.675, 1.663, -0.602], [-2.285, 2.305, -0.497], [-1.372, 1.537, 0.369], [0.422, 2.099, 0.194], [1.297, 2.569, 1.999], [2.425, 3.483, 1.714], [2.704, 4.496, 2.344], [1.535, 0.724, -0.831], [1.298, 0.895, -2.260], [2.075, 1.924, -2.800], [1.462, 2.341, -4.131], [1.649, 3.722, -4.379], [0.535, 4.544, -4.102], [0.907, 5.653, -3.140], [-4.184, 1.007, -3.966], [-4.152, 2.539, -3.046], [-2.659, 1.710, -3.396], [-3.114, -0.036, -1.783], [-4.833, 0.332, -1.807], [-3.873, 1.099, 0.308], [-4.434, 2.454, -0.648], [-1.807, 2.355, -1.475], [-2.373, 3.349, -0.167], [-1.715, 1.588, 1.321], [0.457, 3.464, -0.693], [1.667, 1.657, 2.472], [0.626, 3.107, 2.669], [3.037, 3.256, 0.814], [2.621, 0.776, -0.659], [1.227, -0.300, -0.614], [2.122, 2.806, -2.158], [3.107, 1.558, -2.924], [1.950, 1.805, -4.949], [0.413, 2.050, -4.143], [-0.300, 3.979, -3.686], [0.182, 4.981, -5.045], [0.027, 6.258, -2.918], [1.672, 6.303, -3.557], [1.230, 5.216, -2.196], [2.971, -1.276, -4.659], [2.325, -1.436, -6.014], [1.125, -1.570, -6.164], [3.155, -1.428, -7.101], [4.595, -1.276, -7.127], [2.201, -1.284, -3.893], [3.668, -2.095, -4.472], [3.504, -0.326, -4.598], [2.670, -1.537, -7.976], [4.875, -0.394, -7.706], [5.063, -2.151, -7.584], [4.983, -1.163, -6.120], [-2.354, 0.141, 4.023], [-2.708, -0.983, 3.074], [-3.388, -0.796, 2.086], [-2.213, -2.221, 3.363], [-1.379, -2.617, 4.480], [-2.812, 1.052, 3.652], [-2.730, -0.064, 5.027], [-1.274, 0.285, 4.067], [-2.472, -2.923, 2.689], [-0.436, -3.031, 4.123], [-1.883, -3.385, 5.073], [-1.169, -1.765, 5.118], [-0.611, -7.263, 6.747], [-0.115, -5.871, 6.430], [0.239, -5.550, 5.310], [-0.079, -4.972, 7.452], [-0.462, -5.167, 8.837], [-0.580, -7.850, 5.835], [0.022, -7.739, 7.496], [-1.638, -7.234, 7.113], [0.261, -4.065, 7.175], [-1.264, -4.479, 9.109], [0.389, -4.981, 9.494], [-0.808, -6.182, 8.997]],
  "atomic_forces_ev_per_a": [[0.37, -0.06, 0.47], [-0.40, 0.06, 0.14], [0.08, 0.36, -0.28], [0.23, -0.42, 0.59], [0.51, 0.54, -0.21], [-0.28, -0.24, -0.10], [0.03, 0.37, -0.39], [0.08, 0.38, 0.50], [-0.21, -0.38, -0.45], [-0.06, 0.37, 0.12], [-0.12, -0.05, 0.08], [-0.11, -0.18, -0.03], [0.55, -0.19, -0.17], [-0.06, -0.13, -0.20], [-0.14, 0.51, 0.00], [-0.25, -0.14, 0.15], [-0.01, 0.04, -0.19], [-0.22, 0.03, -0.14], [0.03, -0.03, -0.18], [0.09, -0.09, -0.08], [0.00, -0.15, 0.06], [0.06, -0.14, 0.05], [-0.07, 0.04, -0.08], [-0.09, 0.05, -0.19], [-0.12, 0.09, 0.00], [-0.14, -0.13, 0.03], [0.00, 0.09, -0.03], [0.06, -0.16, -0.04], [-0.05, -0.19, 0.28], [0.11, -0.18, 0.10], [0.11, -0.11, 0.01], [-0.02, -0.12, 0.05], [-0.15, 0.01, 0.19], [0.16, 0.11, -0.08], [-0.03, 0.00, -0.11], [-0.17, 0.09, 0.10], [0.06, -0.22, 0.09], [-0.01, -0.03, -0.08], [-0.06, 0.07, -0.05], [0.18, 0.00, 0.00], [0.16, 0.06, 0.02], [-0.14, -0.03, 0.04], [-0.03, 0.02, 0.05], [0.01, -0.04, -0.01], [0.12, -0.01, 0.06], [-0.23, -0.03, -0.22], [-0.07, 0.07, -0.04], [0.07, 0.07, 0.01], [0.07, -0.03, 0.05], [-0.01, 0.02, -0.02], [0.08, 0.01, 0.05], [0.08, 0.01, 0.05], [0.00, 0.01, 0.02], [-0.02, 0.01, 0.00], [0.15, 0.09, -0.09], [-0.25, -0.09, 0.05], [-0.05, 0.09, 0.17], [-0.11, -0.14, -0.30], [-0.02, -0.01, -0.05], [0.07, 0.01, 0.03], [0.00, 0.01, 0.05], [0.05, -0.01, -0.04], [0.04, -0.01, 0.11], [0.08, 0.01, 0.08], [-0.01, 0.04, -0.01], [0.01, -0.01, -0.04], [0.00, 0.06, -0.02], [0.00, -0.05, -0.03], [-0.05, -0.10, 0.07], [0.11, 0.23, -0.17], [0.02, 0.04, -0.04], [-0.06, -0.01, 0.05], [0.02, -0.03, 0.06], [0.01, 0.02, 0.00], [-0.03, -0.06, 0.06], [-0.03, -0.06, 0.06], [-0.01, -0.03, -0.01]]
}

---

Record 2
{
  "formula": "C35H61N2OPSTc",
  "method": "ωB97M-V with the def2-TZVPD basis set",
  "homo_energy_ev": [-11.74, -12.15],
  "multiplicity": 4,
  "max_force_ev_per_a": 5.4,
  "de_lowest_kj_mol": 125.44,
  "charge": 2,
  "gap_ev": [6.557, 2.818],
  "symbols": ["Tc", "C", "C", "C", "C", "C", "C", "C", "C", "C", "C", "H", "H", "H", "H", "H", "H", "H", "H", "H", "H", "H", "H", "H", "H", "C", "O", "C", "C", "H", "H", "H", "H", "H", "H", "C", "C", "C", "C", "C", "C", "P", "C", "C", "C", "C", "C", "C", "C", "C", "C", "C", "C", "C", "H", "H", "H", "H", "H", "H", "H", "H", "H", "H", "H", "H", "H", "H", "H", "H", "H", "H", "H", "H", "H", "H", "H", "H", "H", "H", "H", "H", "H", "H", "H", "H", "H", "S", "C", "N", "C", "C", "C", "N", "H", "H", "H", "H", "H", "H", "H", "H"],
  "xyz": [[-1.707, 0.953, 1.756], [2.869, 1.128, 1.270], [2.250, 0.159, 2.256], [3.117, -0.275, 3.474], [0.857, 0.453, 2.841], [0.131, 1.637, 2.385], [-0.971, 2.060, 3.249], [-1.711, 1.061, 3.947], [-3.044, 1.501, 4.636], [-0.988, -0.062, 4.353], [0.282, -0.354, 3.844], [3.794, 0.680, 0.872], [3.123, 2.126, 1.697], [2.292, 1.285, 0.352], [2.112, -0.740, 1.675], [2.848, 0.348, 4.285], [4.176, -0.197, 3.242], [3.017, -1.310, 3.873], [0.575, 2.348, 1.636], [-1.360, 3.041, 3.180], [-3.386, 2.450, 4.193], [-2.968, 1.597, 5.701], [-3.673, 0.636, 4.435], [-1.531, -0.786, 4.949], [0.901, -1.058, 4.415], [-1.045, 3.838, -0.749], [-2.068, 2.822, -0.716], [-2.424, 2.294, 0.505], [-3.795, 2.839, 0.876], [-1.391, 4.683, -1.337], [-0.150, 3.476, -1.248], [-0.876, 4.182, 0.234], [-3.906, 2.847, 1.971], [-4.615, 2.275, 0.426], [-3.877, 3.892, 0.531], [-5.565, -0.350, -2.747], [-4.109, -0.144, -3.253], [-3.017, -0.060, -2.201], [-3.198, -1.174, -1.051], [-4.655, -1.098, -0.434], [-5.605, -0.150, -1.222], [-1.822, -1.043, 0.213], [-1.905, -2.597, 1.284], [-2.877, -2.478, 2.477], [-2.703, -3.650, 3.417], [-2.352, -4.988, 2.758], [-2.761, -5.034, 1.298], [-1.960, -3.950, 0.502], [-0.201, -1.059, -0.769], [-0.071, -2.253, -1.749], [1.256, -2.247, -2.595], [2.041, -0.927, -2.426], [1.178, 0.375, -2.416], [0.223, 0.343, -1.208], [-5.939, -1.363, -2.897], [-6.279, 0.277, -3.302], [-4.040, 0.764, -3.848], [-3.891, -1.020, -3.902], [-3.093, 0.928, -1.732], [-2.032, -0.178, -2.619], [-3.107, -2.138, -1.501], [-4.652, -0.875, 0.629], [-5.016, -2.121, -0.485], [-5.245, 0.897, -1.052], [-6.622, -0.298, -0.850], [-0.914, -2.504, 1.736], [-3.928, -2.505, 2.082], [-2.757, -1.487, 2.968], [-3.552, -3.774, 4.081], [-1.884, -3.415, 4.188], [-2.811, -5.769, 3.328], [-1.256, -5.160, 2.872], [-3.828, -4.844, 1.103], [-2.655, -6.040, 0.835], [-2.480, -3.838, -0.473], [-0.874, -4.290, 0.290], [0.592, -1.342, 0.027], [-0.895, -2.307, -2.414], [-0.085, -3.221, -1.201], [0.960, -2.341, -3.651], [1.826, -3.162, -2.391], [2.860, -0.873, -3.167], [2.570, -0.927, -1.501], [0.697, 0.382, -3.392], [1.918, 1.235, -2.279], [-0.668, 0.941, -1.443], [0.619, 0.945, -0.384], [5.250, 3.219, -1.455], [6.658, 2.993, -2.273], [7.108, 3.925, -3.182], [8.306, 3.761, -3.946], [8.493, 2.282, -4.295], [8.516, 1.470, -2.995], [7.354, 1.818, -2.197], [6.604, 4.791, -3.094], [9.184, 4.093, -3.401], [8.296, 4.438, -4.790], [9.470, 2.164, -4.776], [7.719, 1.931, -4.953], [9.375, 1.684, -2.319], [8.473, 0.411, -3.221], [6.903, 1.100, -1.645]],
  "atomic_forces_ev_per_a": [[-2.41, -0.99, -4.20], [0.80, 0.94, 0.02], [-0.93, -1.49, 1.05], [0.66, -0.62, -0.74], [0.17, 0.64, -0.36], [1.07, 0.63, 0.55], [1.05, 0.77, -0.07], [-0.23, 2.21, 2.44], [1.24, -0.97, -1.31], [-1.25, -0.77, -1.06], [1.21, 0.92, -0.17], [-0.05, 0.12, 0.43], [-0.17, -0.67, -0.18], [-0.26, 0.01, 0.45], [-0.15, -0.58, -0.35], [0.23, 0.87, 0.98], [0.14, 0.29, 0.05], [-0.41, 0.52, -0.80], [-0.12, -0.76, 1.31], [-0.09, 0.99, 0.25], [-0.16, -0.62, 0.18], [0.29, 0.18, 0.55], [-0.82, 0.42, 0.04], [0.32, -0.08, 0.31], [-0.44, -0.10, -0.79], [-0.46, -0.44, -0.92], [0.35, -0.31, 0.46], [0.10, -0.51, 0.38], [0.23, 0.36, 0.60], [-0.36, -0.06, -0.07], [0.19, -0.30, 0.24], [0.57, 0.37, 1.15], [-0.26, -0.14, -0.30], [0.09, -0.01, 0.02], [0.11, -0.58, 0.14], [0.30, -0.28, 0.83], [-0.26, -1.32, -0.90], [-0.95, -0.79, 2.01], [-0.24, 2.02, -0.18], [0.59, -0.16, -0.96], [0.67, 0.80, 0.07], [-0.51, -0.19, -0.51], [0.76, 0.40, -0.45], [-1.30, 0.21, -1.22], [1.55, 0.33, 2.04], [0.65, 0.17, -0.07], [0.28, 0.01, -1.06], [0.48, -0.63, -0.22], [1.38, -1.61, 2.21], [1.10, -0.35, 0.27], [-0.93, 0.72, -0.30], [0.30, 0.00, -0.45], [1.68, -0.84, 0.46], [-1.19, 1.03, -1.08], [0.34, -0.22, -0.38], [0.32, 0.09, 0.46], [-0.06, -0.05, -0.23], [0.05, 0.69, 0.05], [0.34, -0.22, 0.02], [0.28, 0.10, -0.43], [0.23, -0.69, -0.50], [0.06, 0.43, 0.14], [-0.40, -0.17, -0.04], [-0.68, -0.66, 0.24], [0.12, 0.33, 0.10], [0.28, -0.23, 0.14], [0.76, 0.13, 0.29], [-0.07, -0.71, -0.19], [-0.51, 0.11, -0.23], [-0.78, -0.17, -1.13], [-0.34, -0.58, 0.25], [-0.62, 0.05, -0.42], [0.13, 0.22, 0.62], [0.45, 0.59, 0.36], [0.51, 0.05, 0.44], [-1.83, 0.38, 0.40], [-1.28, 0.37, -0.70], [-0.92, 0.12, -0.71], [-0.14, 0.93, -0.12], [0.13, 0.09, 0.20], [0.22, 0.49, 0.17], [-0.53, 0.06, -0.03], [0.47, -0.24, 1.11], [-0.35, 0.62, 0.08], [-1.16, -0.86, -0.56], [0.11, -0.20, -0.23], [0.17, -0.62, 0.09], [-1.94, 0.39, 1.32], [4.10, -1.13, -3.36], [-1.49, -1.18, 2.60], [0.83, -0.24, -0.54], [1.03, 0.43, 0.70], [0.43, 0.62, 0.16], [-2.12, 1.32, 0.44], [0.11, 0.41, -0.40], [0.09, 0.06, 0.56], [-0.39, -0.14, -0.44], [-0.30, 0.00, -0.08], [-0.35, -0.20, -0.29], [-0.12, -0.23, -0.91], [0.06, -0.17, 0.16], [0.11, 0.09, 0.06]]
}

---

> Among the records above, which one has the lowest charge?

C20H46AlN4O6

---

> Look up the charge of the second one.

+2